No. 1
Density functional theory data (ωB97M-V/def2-TZVPD) for 2 unconnected molecules or ions with the total composition C7H14N2S in a non-equilibrium geometry.

E: -782.80392 a.u.
Structure (SMILES): CCc1c[nH]cn1.CSC
Energy relative to the best compared isomer or geometry (same formula, charge and spin): 17.14 kcal/mol
HOMO energy: -8.544 eV
HOMO-LUMO gap: 9.328 eV

```
! RIJCOSX wB97M-V def2-TZVPD def2/J DEFGRID3
* xyz 0 1
C -1.40109 -2.00584 -2.10780
C 0.74775 -2.45957 -0.39193
S -0.96729 -2.94401 -0.65345
H -0.52232 -1.49328 -2.51554
H -1.75167 -2.62387 -2.93884
H -2.12405 -1.20197 -1.99787
H 1.34272 -3.27002 0.03147
H 0.83154 -1.66734 0.34903
H 1.18585 -2.12634 -1.32869
C 1.54493 1.41013 0.53565
C 2.09015 0.69625 1.76476
C 0.06485 1.55500 0.40033
C -0.92201 0.63477 0.60195
C -1.78930 2.55486 0.03209
N -0.50359 2.76367 0.05252
N -2.10859 1.28652 0.38492
H 1.90100 2.44683 0.50859
H 2.02116 1.00472 -0.36281
H 1.74329 1.14455 2.68949
H -0.80380 -0.33568 1.05740
H -2.48695 3.30061 -0.31087
H -3.02376 0.98076 0.67915
H 3.17019 0.69139 1.67566
H 1.76100 -0.34212 1.84479
*
```

=====

No. 2
Density functional theory data (ωB97M-V/def2-TZVPD) for C6H10BrNO in the gas phase in a non-equilibrium geometry.

E: -2938.39049 a.u.
Energy relative to the best compared isomer or geometry (same formula, charge and spin): 106.22 kcal/mol
HOMO energy (spin up / spin down): -8.476 / -8.500 eV
HOMO-LUMO gap (spin up / spin down): 7.981 / 8.078 eV

```
! RIJCOSX wB97M-V def2-TZVPD def2/J DEFGRID3
* xyz 0 1
C 1.33942 0.11309 0.35786
C 1.29392 -2.14241 1.08754
C -0.85704 -0.85458 0.95367
C -0.16147 0.22812 0.12791
C -0.36689 -0.01759 -1.38379
C -0.47626 1.70123 0.51573
N 1.98581 -0.92779 0.81037
O 3.25068 -0.91572 0.95782
Br -1.33170 -0.28068 2.78539
H 1.86240 1.08222 0.08282
H 1.05290 -2.17232 2.12414
H 1.51175 -3.13106 0.67135
H -1.62356 -1.44172 0.65835
H 0.04218 0.76067 -1.87127
H -1.37042 -0.24274 -1.50758
H 0.06225 -0.95645 -1.68670
H 0.09627 2.28286 -0.22807
H -0.26493 1.90110 1.47072
H -1.45169 1.84830 0.24386
*
```

=====

No. 3
Density functional theory data (ωB97M-V/def2-TZVPD) for C4H10N2O in the gas phase in a non-equilibrium geometry.

E: -343.02040 a.u.
Structure (SMILES): CCCN(C)N=O
Energy relative to the best compared isomer or geometry (same formula, charge and spin): 113.62 kcal/mol
HOMO energy: -9.431 eV
HOMO-LUMO gap: 10.215 eV

```
! RIJCOSX wB97M-V def2-TZVPD def2/J DEFGRID3
* xyz 0 1
C 0.75285 1.32538 1.59546
C 0.51602 -0.20926 1.80603
C -0.70796 -0.74878 0.95941
C -1.54857 0.22138 -1.36094
H -0.26832 1.89092 1.71853
H 1.48455 1.64936 2.34710
H 1.09875 1.56151 0.60511
H 1.40813 -0.56046 1.45374
H 0.02530 -0.36999 2.74317
H -0.83349 -1.84524 1.34281
H -1.53378 -0.08229 1.22156
H -2.48694 0.07463 -0.83200
H -1.13928 1.21144 -1.44845
H -1.58162 -0.30105 -2.28048
N -0.47868 -0.46930 -0.48992
N 0.84462 -0.51350 -0.80089
O 0.89889 0.01480 -1.97940
*
```

=====

No. 4
Density functional theory data (ωB97M-V/def2-TZVPD) for 8 unconnected molecules or ions with the total composition C16H32Br16 in a non-equilibrium geometry.

E: -41812.67168 a.u.
Energy relative to the best compared isomer or geometry (same formula, charge and spin): 25.46 kcal/mol
HOMO energy (spin up / spin down): -11.553 / -11.553 eV
HOMO-LUMO gap (spin up / spin down): 7.975 / 2.339 eV

```
! RIJCOSX wB97M-V def2-TZVPD def2/J DEFGRID3
* xyz 1 2
Br 3.87114 1.22654 0.19069
C 5.75656 1.96402 0.42836
C 6.66304 1.35889 -0.58856
Br 6.73131 -0.62996 -0.18150
H 5.96787 1.64244 1.44818
H 5.78032 3.05323 0.46268
H 7.64746 1.79959 -0.43105
H 6.27406 1.53062 -1.59220
Br -3.75124 3.55750 4.31540
C -3.04971 1.75896 4.89843
C -1.71882 1.52155 4.39497
Br -1.21556 -0.21303 5.29005
H -3.85192 1.04841 4.69924
H -2.92401 1.93265 5.96714
H -1.00679 2.25717 4.76910
H -1.62219 1.21822 3.35249
Br 2.21983 0.12488 7.34066
C 2.35335 1.12943 5.65997
C 3.72753 1.87760 5.56723
Br 4.12258 2.66135 3.79879
H 1.50410 1.80897 5.58859
H 2.38360 0.43550 4.81994
H 4.44667 1.14356 5.93070
H 3.83253 2.61674 6.36142
Br -7.44132 0.36091 1.33254
C -5.48347 0.42612 0.81251
C -4.96236 1.77370 1.28066
Br -3.17229 1.79373 0.73822
H -5.45577 0.45644 -0.27672
H -4.96018 -0.48485 1.10301
H -4.97206 1.76049 2.37053
H -5.48380 2.63529 0.86368
Br 0.83346 -0.41091 2.63197
C 0.36143 0.12447 0.75804
C -0.70825 -0.88767 0.14530
Br -0.69526 -0.68254 -1.85451
H 1.24358 0.12889 0.11781
H -0.11488 1.10011 0.85479
H -1.74352 -0.74066 0.45304
H -0.37399 -1.89674 0.38646
Br -2.04157 -6.85263 -3.61595
C -2.42837 -4.93625 -3.66181
C -1.23695 -4.13152 -2.97065
Br 0.23190 -4.20163 -4.38245
H -3.36198 -4.71070 -3.14645
H -2.63219 -4.58246 -4.67245
H -0.93278 -4.63912 -2.05527
H -1.42873 -3.07986 -2.75772
Br -3.24582 2.91753 -6.05128
C -3.14749 0.89911 -6.10218
C -2.98100 0.26770 -4.71022
Br -3.31071 -1.63104 -4.99497
H -2.30847 0.70381 -6.77002
H -4.05352 0.52031 -6.57516
H -3.72277 0.52677 -3.95474
H -2.01871 0.45857 -4.23518
Br 2.49912 -2.43963 -1.23551
C 2.71146 -1.20710 -2.73180
C 4.19029 -1.17036 -3.17260
Br 4.53159 -0.24511 -4.86915
H 2.38051 -0.20030 -2.47699
H 2.09492 -1.58588 -3.54697
H 4.53671 -2.20171 -3.23913
H 4.66143 -0.76025 -2.27933
*
```